1.
Density functional theory data (ωB97M-V with the def2-TZVPD basis set) for a molecular structure, C16H40N5OPtSi2 in a non-equilibrium geometry.

Computed properties:
HOMO (spin up / spin down) (eV): -10.60 / -10.59
F_max (eV/A): 2.536
Kohn-Sham gap (spin up / spin down) (eV): 7.069 / 7.013
Lowest unoccupied orbital energy (spin up / spin down) (eV): -3.53 / -3.58

```
! RIJCOSX wB97M-V def2-TZVPD def2/J DEFGRID3
* xyz 1 1
Pt 0.41 0.06 0.13
N -1.36 -1.49 0.36
C -2.68 -1.01 -0.02
C -2.87 0.39 0.55
N -1.80 1.24 0.06
C -1.88 2.59 0.60
C -0.73 3.41 0.03
N 0.50 2.70 0.34
H -1.09 -2.29 -0.20
H -1.34 -1.76 1.34
H -3.48 -1.67 0.35
H -2.73 -0.98 -1.11
H -2.80 0.35 1.64
H -3.86 0.78 0.28
H -1.86 1.30 -0.95
H -1.79 2.54 1.68
H -2.84 3.07 0.36
H -0.75 4.43 0.45
H -0.82 3.49 -1.06
H 0.72 2.80 1.33
H 1.29 3.04 -0.20
N 1.04 -2.12 -0.92
C 1.43 -3.19 -0.74
N 1.78 -4.43 -0.54
C 1.96 -4.94 0.81
C 1.52 -6.41 0.83
O 2.25 -7.16 -0.12
C 2.04 -6.67 -1.42
C 2.47 -5.21 -1.56
H 1.37 -4.36 1.52
H 3.02 -4.88 1.09
H 0.44 -6.49 0.62
H 1.73 -6.86 1.80
H 0.97 -6.78 -1.69
H 2.63 -7.30 -2.09
H 2.21 -4.83 -2.54
H 3.55 -5.13 -1.40
C 4.31 0.07 2.96
Si 3.19 -0.84 1.70
C 4.25 -2.25 0.96
C 1.70 -1.57 2.66
C 2.47 0.41 0.45
Si 3.15 0.70 -1.31
C 4.27 -0.66 -2.03
C 1.66 0.83 -2.51
C 4.12 2.35 -1.30
H 4.76 -0.64 3.64
H 3.75 0.78 3.55
H 5.11 0.61 2.47
H 4.40 -3.03 1.70
H 5.23 -1.87 0.68
H 3.80 -2.67 0.08
H 2.02 -2.27 3.42
H 1.02 -2.09 1.99
H 1.15 -0.78 3.16
H 2.47 1.36 1.00
H 3.74 -1.61 -2.07
H 5.18 -0.80 -1.46
H 4.55 -0.41 -3.05
H 1.49 -0.13 -2.99
H 1.83 1.56 -3.30
H 0.73 1.10 -2.00
H 4.93 2.33 -0.58
H 3.49 3.21 -1.05
H 4.56 2.55 -2.27
*
```

=====

2.
Density functional theory data (ωB97M-V with the def2-TZVPD basis set) for a molecular structure, C28H28N4O7PtTe.

Computed properties:
HOMO (eV): -1.06
F_max (eV/A): 0.363
Kohn-Sham gap (eV): 5.162
Lowest unoccupied orbital energy (eV): 4.10

```
! RIJCOSX wB97M-V def2-TZVPD def2/J DEFGRID3
* xyz -2 1
Pt -1.25 1.71 -0.57
O -4.61 0.31 1.20
C -3.72 1.11 0.95
O -3.08 1.03 -0.19
C -3.38 2.27 2.00
O -4.11 2.29 3.00
O -2.41 3.01 1.73
O -0.33 -1.01 -2.47
C -0.32 -1.19 -1.27
N 0.02 -2.44 -0.70
C -0.28 -2.41 0.72
C -0.43 -0.87 0.94
O -0.44 -0.35 2.04
N -0.53 -0.27 -0.27
C -1.61 -3.10 1.01
C -1.64 -4.49 1.10
C -2.84 -5.16 1.26
C -4.03 -4.44 1.34
C -4.01 -3.06 1.25
C -2.80 -2.38 1.09
C 0.84 -2.94 1.59
C 0.67 -2.96 2.97
C 1.69 -3.41 3.80
C 2.89 -3.85 3.25
C 3.06 -3.84 1.88
C 2.04 -3.38 1.05
H -0.38 -3.21 -1.23
H -0.71 -5.04 1.06
H -2.85 -6.24 1.34
H -4.97 -4.96 1.47
H -4.91 -2.46 1.30
H -2.85 -1.31 1.01
H -0.26 -2.60 3.39
H 1.55 -3.40 4.87
H 3.68 -4.20 3.90
H 3.99 -4.18 1.45
H 2.17 -3.36 -0.02
Te -2.06 4.11 -0.98
C -1.17 4.42 -2.89
C -0.56 3.39 -3.62
C 0.02 3.63 -4.85
C 0.02 4.90 -5.41
C -0.58 5.94 -4.71
C -1.16 5.70 -3.47
H -0.55 2.39 -3.20
H 0.49 2.80 -5.39
H 0.48 5.08 -6.38
H -0.60 6.94 -5.13
H -1.62 6.52 -2.93
C 3.02 1.61 1.72
N 1.76 1.81 1.03
C 0.77 2.52 1.84
C 1.64 1.69 -0.30
O 0.73 2.22 -0.97
N 2.61 0.95 -0.97
C 2.50 1.03 -2.43
C 2.81 -0.43 -0.51
H 3.34 2.56 2.15
H 3.79 1.26 1.04
H 2.89 0.89 2.53
H 0.75 2.07 2.82
H -0.24 2.46 1.43
H 1.05 3.58 1.91
H 2.44 2.07 -2.74
H 1.62 0.50 -2.80
H 3.40 0.58 -2.85
H 2.49 -0.55 0.52
H 3.86 -0.71 -0.59
H 2.21 -1.12 -1.12
*
```

=====

3.
Density functional theory data (ωB97M-V with the def2-TZVPD basis set) for 12 unconnected molecules or ions with the total composition C56H100N12 in a non-equilibrium geometry.

Computed properties:
HOMO (eV): -7.83
F_max (eV/A): 4.107
Kohn-Sham gap (eV): 8.146
Lowest unoccupied orbital energy (eV): 0.32

```
! RIJCOSX wB97M-V def2-TZVPD def2/J DEFGRID3
* xyz 0 1
N 12.75 10.39 -11.42
C 12.21 9.14 -11.43
C 13.01 8.22 -12.02
C 14.10 8.96 -12.51
C 13.97 10.27 -12.06
H 12.32 11.23 -11.07
H 11.27 8.91 -10.95
H 12.83 7.16 -12.13
H 14.95 8.64 -13.10
H 14.63 11.12 -12.19
N 18.18 0.66 -20.02
C 18.09 1.94 -19.53
C 18.67 1.86 -18.24
C 19.28 0.58 -18.06
C 19.02 -0.10 -19.25
H 17.65 0.25 -20.78
H 17.46 2.70 -19.96
H 18.76 2.66 -17.53
H 19.72 0.12 -17.19
H 19.26 -1.13 -19.49
N 11.47 10.78 -17.89
C 11.28 11.29 -16.59
C 11.27 10.26 -15.60
C 11.17 9.12 -16.41
C 11.40 9.45 -17.74
H 11.53 11.29 -18.75
H 11.13 12.35 -16.47
H 11.13 10.27 -14.53
H 11.02 8.14 -15.98
H 11.44 8.82 -18.61
N 13.20 1.16 -16.99
C 14.55 1.40 -17.24
C 15.18 0.27 -17.63
C 14.17 -0.69 -17.82
C 12.94 -0.22 -17.38
H 12.64 1.99 -16.85
H 14.87 2.42 -17.05
H 16.24 0.11 -17.78
H 14.31 -1.72 -18.09
H 11.95 -0.65 -17.40
N 14.45 12.96 -18.31
C 13.57 13.64 -19.11
C 13.12 12.85 -20.09
C 13.80 11.62 -19.95
C 14.65 11.75 -18.87
H 14.89 13.24 -17.44
H 13.30 14.62 -18.75
H 12.48 13.15 -20.91
H 13.75 10.76 -20.60
H 15.40 11.07 -18.52
N 14.36 12.28 -14.86
C 15.36 11.55 -15.39
C 16.36 12.34 -15.85
C 15.95 13.65 -15.65
C 14.65 13.62 -15.10
H 13.49 11.84 -14.59
H 15.16 10.49 -15.49
H 17.26 12.06 -16.38
H 16.52 14.52 -15.93
H 13.94 14.35 -14.73
N 10.03 3.40 -16.89
C 11.07 3.49 -17.76
C 12.01 4.24 -17.06
C 11.67 4.41 -15.74
C 10.33 4.02 -15.72
H 9.12 3.06 -17.15
H 10.93 3.36 -18.82
H 12.93 4.54 -17.56
H 12.25 5.00 -15.04
H 9.60 4.10 -14.93
N 16.17 3.04 -23.01
C 16.51 1.96 -23.80
C 17.90 1.89 -23.87
C 18.36 3.03 -23.30
C 17.30 3.74 -22.75
H 15.27 3.32 -22.66
H 15.74 1.37 -24.29
H 18.63 1.24 -24.31
H 19.36 3.45 -23.27
H 17.25 4.68 -22.23
C 23.07 3.11 -11.80
C 21.72 3.67 -12.26
N 21.74 4.89 -13.11
C 22.20 4.43 -14.38
C 21.66 5.39 -15.41
C 22.23 6.19 -12.58
C 21.62 6.32 -11.13
H 23.89 3.30 -12.49
H 23.03 2.06 -11.53
H 23.31 3.64 -10.88
H 21.14 2.89 -12.76
H 21.04 3.92 -11.44
H 23.27 4.23 -14.45
H 21.69 3.48 -14.54
H 22.47 5.97 -15.84
H 21.17 4.87 -16.24
H 20.83 6.05 -15.15
H 22.04 6.92 -13.37
H 23.31 6.26 -12.58
H 22.18 7.20 -10.80
H 21.86 5.61 -10.34
H 20.55 6.53 -11.10
C 14.61 8.42 -17.70
C 15.88 8.31 -16.85
N 16.71 7.22 -17.30
C 17.83 7.16 -16.35
C 19.01 8.10 -16.64
C 15.95 5.94 -17.66
C 16.87 5.08 -18.55
H 13.98 7.54 -17.83
H 14.81 8.84 -18.69
H 14.08 9.25 -17.22
H 16.51 9.19 -16.79
H 15.56 8.17 -15.82
H 17.43 7.41 -15.36
H 18.18 6.15 -16.19
H 19.75 7.94 -15.86
H 19.42 7.82 -17.60
H 18.70 9.14 -16.72
H 15.06 6.01 -18.29
H 15.66 5.41 -16.75
H 17.78 4.82 -18.01
H 17.46 5.49 -19.37
H 16.44 4.11 -18.78
C 13.61 9.08 -24.75
C 14.69 8.13 -24.39
N 16.04 8.74 -24.30
C 17.16 7.70 -24.52
C 17.17 7.30 -25.95
C 16.26 9.50 -23.08
C 16.49 8.75 -21.82
H 12.65 8.58 -24.61
H 13.79 9.39 -25.77
H 13.43 9.97 -24.15
H 14.47 7.58 -23.47
H 14.50 7.40 -25.17
H 18.16 8.12 -24.36
H 17.07 6.81 -23.90
H 16.26 6.72 -26.13
H 17.13 8.21 -26.55
H 17.98 6.66 -26.30
H 15.49 10.23 -22.87
H 17.14 10.12 -23.27
H 17.50 8.37 -21.67
H 15.71 7.99 -21.70
H 16.34 9.43 -20.98
C 20.73 6.73 -24.21
C 20.53 7.49 -22.91
N 21.04 6.73 -21.80
C 20.18 5.58 -21.44
C 20.80 4.75 -20.26
C 21.51 7.60 -20.69
C 22.80 8.50 -20.94
H 20.30 7.34 -25.00
H 20.39 5.70 -24.30
H 21.79 6.68 -24.49
H 21.04 8.42 -23.13
H 19.46 7.72 -22.93
H 20.17 4.98 -22.35
H 19.13 5.81 -21.24
H 20.73 3.71 -20.57
H 20.18 4.76 -19.36
H 21.84 5.00 -20.05
H 20.67 8.26 -20.49
H 21.55 7.08 -19.74
H 23.64 8.28 -20.29
H 23.27 8.38 -21.91
H 22.57 9.56 -20.77
*
```

=====

4.
Density functional theory data (ωB97M-V with the def2-TZVPD basis set) for a molecular structure, C35H32CoN4O2Si in a non-equilibrium geometry.

Computed properties:
HOMO (spin up / spin down) (eV): -4.42 / -8.18
F_max (eV/A): 4.190
Kohn-Sham gap (spin up / spin down) (eV): 4.054 / 7.043
Lowest unoccupied orbital energy (spin up / spin down) (eV): -0.37 / -1.14

```
! RIJCOSX wB97M-V def2-TZVPD def2/J DEFGRID3
* xyz 0 4
Co -0.16 -0.16 -0.26
O -0.14 0.36 3.67
C -0.38 0.32 2.47
N 0.50 0.06 1.45
C 1.85 -0.05 1.68
O 2.42 -0.08 2.76
C 2.55 -0.13 0.39
C 3.92 -0.38 0.31
C 4.53 -0.42 -0.92
C 3.74 -0.21 -2.06
C 2.39 0.00 -1.91
N 1.78 0.05 -0.72
C -1.71 0.57 1.90
C -2.86 0.66 2.68
C -4.05 1.02 2.10
C -4.05 1.29 0.72
C -2.90 1.13 -0.01
N -1.73 0.75 0.54
H 4.46 -0.54 1.24
H 5.59 -0.60 -1.02
H 4.17 -0.22 -3.05
H 1.76 0.14 -2.79
H -2.77 0.47 3.74
H -4.95 1.10 2.67
H -4.95 1.62 0.22
H -2.89 1.33 -1.07
C -2.30 1.16 -4.59
C -1.60 -0.19 -4.36
C -2.57 -1.34 -4.63
C -0.36 -0.31 -5.25
C -1.16 -0.24 -2.98
N -0.78 -0.26 -1.89
H -2.62 1.24 -5.63
H -1.62 1.99 -4.38
H -3.18 1.26 -3.95
H -2.91 -1.29 -5.67
H -3.44 -1.29 -3.98
H -2.08 -2.30 -4.48
H -0.65 -0.34 -6.29
H 0.19 -1.22 -5.01
H 0.30 0.54 -5.10
C -4.59 -4.29 0.94
C -4.48 -2.95 0.63
C -3.23 -2.39 0.38
C -2.08 -3.16 0.46
C -2.21 -4.51 0.77
C -3.45 -5.07 1.00
Si -0.30 -2.48 0.17
C 0.79 -3.31 1.50
C 0.81 -2.87 2.82
C 1.61 -3.48 3.77
C 2.39 -4.57 3.43
C 2.35 -5.05 2.13
C 1.57 -4.42 1.18
C 0.32 -3.19 -1.51
C 1.68 -3.13 -1.82
C 2.15 -3.52 -3.06
C 1.26 -3.98 -4.02
C -0.09 -4.09 -3.71
C -0.55 -3.69 -2.47
H -5.56 -4.73 1.13
H -5.37 -2.33 0.58
H -3.17 -1.34 0.13
H -1.32 -5.12 0.83
H -3.53 -6.13 1.23
H 0.20 -2.03 3.12
H 1.63 -3.10 4.78
H 3.02 -5.05 4.16
H 2.94 -5.91 1.85
H 1.57 -4.81 0.17
H 2.38 -2.79 -1.07
H 3.20 -3.45 -3.29
H 1.62 -4.27 -5.00
H -0.77 -4.49 -4.45
H -1.60 -3.78 -2.24
*
```

=====

5.
Density functional theory data (ωB97M-V with the def2-TZVPD basis set) for a molecular structure, C21H21ClCrF4N5 in a non-equilibrium geometry.

Computed properties:
HOMO (spin up / spin down) (eV): -8.22 / -8.44
F_max (eV/A): 1.479
Kohn-Sham gap (spin up / spin down) (eV): 6.988 / 7.752
Lowest unoccupied orbital energy (spin up / spin down) (eV): -1.23 / -0.69

```
! RIJCOSX wB97M-V def2-TZVPD def2/J DEFGRID3
* xyz 0 2
Cr 0.88 -0.09 0.08
C 0.92 -1.96 -2.74
C -0.46 -1.98 -2.11
N -0.51 -1.86 -0.63
C -0.31 -3.21 -0.04
C -0.10 -3.23 1.48
C -1.87 -1.46 -0.25
C -2.15 -0.04 -0.65
N -0.98 0.77 -0.34
C -1.17 2.11 -0.41
C -0.07 2.88 0.00
F 0.97 2.05 0.35
C 0.00 4.24 0.04
F 1.12 4.84 0.45
C -1.10 4.98 -0.35
C -2.21 4.27 -0.77
F -3.29 4.95 -1.16
C -2.27 2.89 -0.81
F -3.41 2.33 -1.27
H 0.80 -1.97 -3.82
H 1.52 -2.82 -2.47
H 1.47 -1.05 -2.47
H -0.97 -2.91 -2.39
H -1.03 -1.16 -2.53
H 0.54 -3.68 -0.53
H -1.19 -3.81 -0.29
H 0.94 -3.39 1.74
H -0.69 -4.02 1.94
H -0.40 -2.29 1.94
H -1.95 -1.52 0.84
H -2.61 -2.13 -0.69
H -3.03 0.31 -0.10
H -2.41 0.03 -1.72
H -1.10 6.05 -0.34
N 4.50 -4.50 -2.44
C 3.98 -3.99 -1.53
N 3.40 -3.49 -0.48
C 2.68 -2.50 -0.25
N 1.95 -1.64 0.09
Cl 4.89 -1.31 2.10
C 3.64 -0.34 2.83
C 3.56 -0.42 4.21
C 2.68 0.41 4.90
C 1.93 1.33 4.19
C 2.02 1.39 2.81
C 2.85 0.53 2.06
C 2.87 0.61 0.58
H 4.20 -1.10 4.74
H 2.62 0.35 5.98
H 1.27 2.01 4.72
H 1.46 2.16 2.30
H 3.68 0.03 0.15
H 3.00 1.64 0.25
*
```

=====

6.
Density functional theory data (ωB97M-V with the def2-TZVPD basis set) for C2H4BClO2 in the gas phase in a non-equilibrium geometry.

Computed properties:
HOMO (eV): -9.46
F_max (eV/A): 3.972
Kohn-Sham gap (eV): 9.649
Lowest unoccupied orbital energy (eV): 0.19

```
! RIJCOSX wB97M-V def2-TZVPD def2/J DEFGRID3
* xyz 0 1
B 0.37 -0.56 0.58
C -0.53 -0.20 -0.70
C -1.07 1.02 -1.00
O 0.93 -1.79 0.73
O 0.68 0.59 1.31
Cl -1.98 1.34 -2.44
H -0.49 -0.95 -1.40
H -1.13 1.81 -0.15
H 1.75 -1.83 1.09
H 1.47 0.57 1.96
*
```